Record 1
Entry from OMol25: 5 unconnected molecules or ions with the total composition H10O5 in a non-equilibrium geometry (wB97M-V/def2-TZVPD).

Geometry as XYZ:
```
15
Properties=species:S:1:pos:R:3:forces:R:3
O -1.134 1.314 0.080 1.22 0.41 0.17
H -1.694 1.199 -0.688 -0.70 -0.20 -0.85
H -1.737 1.291 0.823 -0.65 -0.22 0.67
O 3.138 -2.139 -0.540 0.91 -0.69 -0.09
H 2.750 -1.318 -0.238 -0.63 0.40 0.07
H 2.443 -2.562 -1.043 -0.20 0.12 -0.04
O 1.023 -0.500 -0.078 0.95 -0.06 -0.07
H 0.575 0.346 -0.108 -0.47 0.35 0.07
H 0.345 -1.121 0.185 -0.58 -0.28 0.06
O -0.037 3.895 0.716 0.56 0.75 0.22
H -0.395 3.038 0.487 -0.30 -0.76 -0.32
H -0.794 4.400 1.014 -0.21 0.07 0.04
O -1.384 -2.393 0.100 0.41 0.10 0.61
H -1.909 -2.132 -0.657 -0.39 0.47 -0.48
H -1.189 -3.318 -0.050 0.08 -0.47 -0.05
```
Forces are in eV/Å.

Computed properties:
E_tot: -382.17788 a.u.
⟨S²⟩: 0.750
ΔE to the lowest compared entry with this formula, charge and spin: 11.3 kJ/mol
lowest unoccupied orbital energy (alpha / beta): 3.535 / 3.659 eV
orbital gap (alpha / beta): 3.19 / 11.32 eV
2S+1: 2
max |F|: 0.025 Eh/bohr
charge: -1
highest occupied orbital energy (alpha / beta): 0.0128 / -0.2817 Ha

Mulliken atomic charge list, values in e, 2 entries: O -0.964; H 0.346

=====

Record 2
Entry from OMol25: 5 unconnected molecules or ions with the total composition H10O5 in a non-equilibrium geometry (wB97M-V/def2-TZVPD).

Geometry as XYZ:
```
15
Properties=species:S:1:pos:R:3:forces:R:3
O 2.648 3.958 2.045 0.23 -0.12 0.99
O -2.556 -0.028 -4.014 -1.44 0.03 0.28
O -1.246 -0.172 2.965 0.12 0.33 0.42
O 1.813 -1.150 0.436 0.06 0.12 -0.88
O -0.682 -2.027 -2.248 -0.09 0.16 -0.26
H 2.379 4.397 2.865 -0.20 0.28 -0.41
H -2.160 0.336 -4.800 0.81 -0.21 0.19
H -2.192 -0.329 3.065 -0.02 -0.19 -0.24
H 1.111 -0.964 1.083 0.17 -0.18 0.29
H -1.450 -2.606 -2.197 0.04 -0.03 0.24
H 3.026 3.157 2.439 -0.06 -0.17 -0.61
H -1.963 -0.458 -3.390 0.76 0.08 -0.35
H -0.947 -0.707 2.206 -0.12 -0.12 -0.11
H 2.597 -1.498 0.877 -0.25 0.00 0.45
H -0.377 -1.909 -1.332 -0.01 0.02 0.01
```
Forces are in eV/Å.

Computed properties:
E_tot: -382.15173 a.u.
⟨S²⟩: 0.750
ΔE to the lowest compared entry with this formula, charge and spin: 79.9 kJ/mol
lowest unoccupied orbital energy (alpha / beta): 3.379 / 3.314 eV
orbital gap (alpha / beta): 2.87 / 10.68 eV
2S+1: 2
max |F|: 0.028 Eh/bohr
charge: -1
highest occupied orbital energy (alpha / beta): 0.0188 / -0.2706 Ha

Mulliken atomic charge list, values in e, 2 entries: O -0.747; O -0.760

=====

Record 3
Entry from OMol25: 5 unconnected molecules or ions with the total composition H10O5 (wB97M-V/def2-TZVPD).

Geometry as XYZ:
```
15
Properties=species:S:1:pos:R:3:forces:R:3
O -6.014 25.967 5.629 0.38 0.68 0.61
H -6.290 25.052 5.673 -0.30 -0.56 -0.05
H -6.445 26.311 4.846 0.04 0.18 -0.46
O -6.792 23.396 4.989 -0.50 0.12 0.11
H -6.003 23.356 4.448 0.51 0.03 -0.54
H -6.749 22.611 5.536 0.01 -0.35 0.31
O -5.649 27.052 2.407 -0.33 -0.60 0.45
H -6.378 27.547 2.032 -0.40 0.22 -0.25
H -4.890 27.307 1.882 0.51 0.16 -0.24
O -3.880 28.175 4.271 0.13 0.62 0.14
H -2.954 28.415 4.313 0.31 0.07 0.01
H -3.881 27.218 4.285 -0.34 -0.54 -0.03
O -6.436 24.412 8.513 -0.04 -0.43 0.16
H -6.965 24.831 9.192 -0.17 0.13 0.11
H -5.731 25.035 8.340 0.19 0.26 -0.34
```
Forces are in eV/Å.

Computed properties:
E_tot: -382.14088 a.u.
⟨S²⟩: 0.750
ΔE to the lowest compared entry with this formula, charge and spin: 108.4 kJ/mol
lowest unoccupied orbital energy (alpha / beta): 3.405 / 3.363 eV
orbital gap (alpha / beta): 2.28 / 10.36 eV
2S+1: 2
max |F|: 0.019 Eh/bohr
charge: -1
highest occupied orbital energy (alpha / beta): 0.0412 / -0.2572 Ha

Mulliken atomic charge list, values in e, 2 entries: O -1.065; H 0.379

=====

Record 4
Entry from OMol25: 5 unconnected molecules or ions with the total composition H10O5 in a non-equilibrium geometry (wB97M-V/def2-TZVPD).

Geometry as XYZ:
```
15
Properties=species:S:1:pos:R:3:forces:R:3
O -0.237 -2.614 2.013 1.05 -0.80 0.36
H -0.542 -1.711 1.923 -0.43 0.27 -0.23
H -1.038 -3.139 2.011 -0.28 0.17 -0.10
O 2.485 0.584 0.161 0.36 0.15 0.36
H 3.337 0.439 -0.250 0.20 0.01 -0.05
H 1.850 0.395 -0.530 -0.64 -0.15 -0.23
O -0.277 0.350 -0.964 0.88 0.37 -0.91
H -0.670 -0.479 -0.691 -0.39 -0.41 0.31
H -0.392 0.930 -0.211 -0.34 0.13 0.54
O -2.073 -0.890 1.200 1.05 -0.19 0.26
H -2.567 -0.298 1.768 -0.61 0.74 0.53
H -2.658 -1.055 0.460 -0.75 -0.18 -0.84
O 1.155 2.550 -2.609 0.33 0.30 -0.40
H 0.723 1.742 -2.334 -0.37 -0.47 0.23
H 0.906 3.194 -1.946 -0.06 0.07 0.19
```
Forces are in eV/Å.

Computed properties:
E_tot: -382.17127 a.u.
⟨S²⟩: 0.750
ΔE to the lowest compared entry with this formula, charge and spin: 28.6 kJ/mol
lowest unoccupied orbital energy (alpha / beta): 3.563 / 3.523 eV
orbital gap (alpha / beta): 3.24 / 10.88 eV
2S+1: 2
max |F|: 0.027 Eh/bohr
charge: -1
highest occupied orbital energy (alpha / beta): 0.0120 / -0.2705 Ha

Mulliken atomic charge list, values in e, 2 entries: O -1.255; H 0.435

=====

Record 5
Entry from OMol25: 5 unconnected molecules or ions with the total composition H10O5 in a non-equilibrium geometry (wB97M-V/def2-TZVPD).

Geometry as XYZ:
```
15
Properties=species:S:1:pos:R:3:forces:R:3
O 25.783 4.432 18.749 -0.73 0.89 0.96
H 26.456 3.826 19.007 0.81 -0.70 0.12
H 25.829 4.509 17.794 -0.11 -0.18 -0.33
O 26.988 2.212 17.304 1.19 0.43 0.07
H 26.188 1.701 17.280 -0.33 -0.55 0.16
H 27.711 1.668 17.657 -0.64 0.00 -0.21
O 25.524 4.553 16.189 -0.70 -0.10 -0.27
H 24.817 4.600 15.547 -0.56 0.09 0.07
H 26.291 4.699 15.665 1.23 0.07 -0.57
O 26.139 7.662 17.470 -1.43 2.74 -0.18
H 26.486 6.827 17.558 1.02 -3.24 0.62
H 26.769 8.114 16.923 0.36 0.53 -0.37
O 23.555 2.694 18.482 -1.00 -1.79 -1.52
H 23.796 2.246 17.630 -0.30 0.86 1.34
H 24.280 3.250 18.723 1.17 0.96 0.13
```
Forces are in eV/Å.

Computed properties:
E_tot: -382.17623 a.u.
ΔE to the lowest compared entry with this formula, charge and spin: 125.9 kJ/mol
lowest unoccupied orbital energy: 0.190 eV
orbital gap: 11.01 eV
max |F|: 0.067 Eh/bohr
SMILES: O.O.O.O.O
highest occupied orbital energy: -0.3976 Ha

Mulliken atomic charge list, values in e, 2 entries: O -0.738; H 0.346

=====

Record 6
Entry from OMol25: 5 unconnected molecules or ions with the total composition H10O5 (wB97M-V/def2-TZVPD).

Geometry as XYZ:
```
15
Properties=species:S:1:pos:R:3:forces:R:3
O 3.558 0.778 1.785 -0.27 0.03 -0.08
H 3.310 1.650 1.450 0.06 -0.14 0.07
H 2.733 0.402 2.118 0.12 0.11 0.03
O -1.109 -2.118 -0.191 0.22 -0.24 0.02
H -0.805 -2.451 0.666 -0.05 0.04 -0.19
H -0.824 -2.791 -0.825 -0.16 0.08 0.14
O -2.071 1.507 -2.169 -0.13 -0.09 -0.03
H -2.510 1.390 -3.019 0.07 -0.02 0.14
H -1.782 0.625 -1.904 0.07 0.17 -0.08
O 0.763 0.095 -0.982 -0.01 -0.18 -0.14
H 0.203 -0.695 -0.952 0.14 0.19 0.22
H 1.289 0.043 -0.175 -0.09 0.03 -0.08
O -0.703 0.464 1.728 -0.08 0.01 0.00
H -0.835 1.288 1.240 0.05 -0.18 0.01
H -1.216 -0.186 1.231 0.06 0.19 -0.03
```
Forces are in eV/Å.

Computed properties:
E_tot: -382.18161 a.u.
ΔE to the lowest compared entry with this formula, charge and spin: 111.7 kJ/mol
lowest unoccupied orbital energy: 0.092 eV
orbital gap: 11.19 eV
max |F|: 0.006 Eh/bohr
SMILES: O.O.O.O.O
highest occupied orbital energy: -0.4077 Ha

Mulliken atomic charge list, values in e, 2 entries: O -0.650; H 0.323

=====

Record 7
Entry from OMol25: 5 unconnected molecules or ions with the total composition H10O5 in a non-equilibrium geometry (wB97M-V/def2-TZVPD).

Geometry as XYZ:
```
15
Properties=species:S:1:pos:R:3:forces:R:3
O -0.489 0.246 -2.716 0.06 0.02 -0.47
H -1.272 -0.230 -2.999 -0.21 0.02 0.03
H -0.011 -0.393 -2.187 0.02 -0.62 0.18
O -0.784 -1.342 -0.118 -0.18 0.85 -1.45
H -1.514 -1.867 0.203 0.37 -0.33 0.49
H 0.018 -1.382 0.419 -0.59 -0.69 0.79
O 1.045 -1.498 1.897 -0.05 1.52 0.77
H 1.524 -0.815 1.407 0.54 -0.33 -0.30
H 0.654 -0.820 2.511 0.02 -1.11 -0.35
O -0.053 1.080 1.843 0.43 0.44 0.67
H 0.148 1.721 1.131 -0.47 -0.72 0.02
H -0.854 0.615 1.596 -0.12 0.15 -0.48
O 0.361 1.778 -0.749 0.47 0.48 0.44
H 1.321 1.719 -0.858 -0.49 -0.10 -0.33
H -0.093 1.187 -1.379 0.20 0.41 -0.02
```
Forces are in eV/Å.

Computed properties:
E_tot: -382.18818 a.u.
ΔE to the lowest compared entry with this formula, charge and spin: 94.5 kJ/mol
lowest unoccupied orbital energy: 0.512 eV
orbital gap: 11.46 eV
max |F|: 0.033 Eh/bohr
SMILES: O.O.O.O.O
highest occupied orbital energy: -0.4023 Ha

Mulliken atomic charge list, values in e, 2 entries: O -0.707; H 0.328

=====

Record 8
Entry from OMol25: 5 unconnected molecules or ions with the total composition H10O5 in a non-equilibrium geometry (wB97M-V/def2-TZVPD).

Geometry as XYZ:
```
15
Properties=species:S:1:pos:R:3:forces:R:3
O -1.053 -0.644 0.173 -4.01 0.08 1.37
H -1.294 0.014 -0.470 -0.21 0.29 -0.09
H -0.232 -0.955 -0.002 3.62 -1.10 -1.40
O 4.832 0.247 -0.335 -0.20 1.06 -1.27
H 4.566 0.826 -1.094 0.56 -0.59 1.01
H 4.075 -0.328 -0.274 -0.27 -0.38 0.25
O -1.465 1.842 0.123 0.82 0.64 0.12
H -0.732 1.921 0.754 -0.14 -0.42 -0.37
H -2.099 2.440 0.492 -0.85 0.53 0.12
O 1.400 -0.829 0.468 -1.72 1.49 0.67
H 1.009 -1.259 1.242 0.87 -0.17 -0.17
H 2.194 -1.171 0.157 1.91 -1.55 -0.13
O -3.644 -0.611 -0.327 -1.15 3.37 0.30
H -4.301 -0.128 -0.869 0.45 0.37 0.75
H -3.747 -1.406 -0.753 0.30 -3.62 -1.15
```
Forces are in eV/Å.

Computed properties:
E_tot: -382.13824 a.u.
ΔE to the lowest compared entry with this formula, charge and spin: 225.6 kJ/mol
lowest unoccupied orbital energy: 0.456 eV
orbital gap: 10.33 eV
max |F|: 0.082 Eh/bohr
SMILES: O.O.O.O.O
highest occupied orbital energy: -0.3629 Ha

Mulliken atomic charge list, values in e, 2 entries: O -0.660; H 0.337